# 1
# C3H18KNO9

A structure of composition C3H18KNO9 at a distorted geometry (the ωB97M-V functional and the def2-TZVPD basis, the Open Molecules 2025 dataset).

Net charge: +1
LUMO level (alpha / beta) (eV): -2.672 / -9.379
Multiplicity: 2
Electronic energy (a.u.): -1456.52198
Expectation value of S²: 0.7549
Kohn-Sham gap (alpha / beta) (eV): 10.5 / 3.3

Each line ends with the natural charge from an NBO analysis.
Cartesian coordinates (Å):
1 H 1.5413 -3.5161 0.4215  0.48
2 O -4.3453 0.3127 0.9369  -0.97
3 H -1.3302 -2.0963 -0.9800  0.47
4 C 0.1436 1.7804 -1.5062  -0.60
5 O 2.2787 -3.0223 0.7801  -0.95
6 C 2.4916 2.6658 -2.2205  -0.64
7 O 2.6127 -0.7676 -0.7616  -0.92
8 O -1.6655 -0.7271 0.7993  -0.59
9 N -0.6211 -1.1181 1.3027  0.74
10 H 2.1251 -3.0140 1.7249  0.49
11 H 3.4434 2.6795 -1.6895  0.25
12 O -1.3140 -2.8260 -1.5993  -0.94
13 H 1.9212 -0.5112 -0.1514  0.48
14 H -0.6698 1.9055 -0.7914  0.24
15 O 0.9015 3.9677 -0.9926  -0.34
16 K -3.7385 -2.4582 1.8194  0.98
17 C 1.3846 2.6789 -1.1169  0.07
18 H -1.7513 -2.1100 3.6170  0.49
19 H -3.3904 0.2898 0.9982  0.48
20 H -1.3070 -2.4094 -2.4610  0.48
21 H 2.8572 -1.6521 -0.4893  0.51
22 H 2.3436 1.7883 -2.8499  0.27
23 H 0.3700 0.7252 -1.3536  0.27
24 H -4.6129 0.9525 1.5966  0.48
25 O 0.4234 -0.7391 0.8140  -0.47
26 H 1.7559 2.3295 -0.1535  0.32
27 H 2.4581 3.6129 -2.7590  0.21
28 O -0.6025 -1.8857 2.2853  -0.54
29 H 1.6189 4.4562 -1.4028  0.50
30 O -2.4840 -2.0793 4.2322  -0.98
31 H -2.5722 -1.1523 4.4542  0.47
32 H -0.2662 1.9399 -2.5036  0.25

***

# 2
# C3H18NO4

A cluster of 5 separate species, C3H18NO4 in total at a distorted geometry (the ωB97M-V functional and the def2-TZVPD basis, the Open Molecules 2025 dataset).

Net charge: +1
LUMO level (eV): -2.664
Electronic energy (a.u.): -480.54023
Kohn-Sham gap (eV): 12.1
Relative energy (zero: lowest compared OMol25 entry of this formula, charge and spin) (kcal/mol): 52.4

Each line ends with the natural charge from an NBO analysis.
Cartesian coordinates (Å):
1 H 0.3560 0.2954 -2.3372  0.22
2 H -2.8127 0.3764 -1.2533  0.51
3 H 0.8916 -1.3838 -1.8745  0.22
4 N -0.0744 0.5513 0.4583  -0.73
5 H 2.0208 -0.2651 -2.1375  0.24
6 C 1.0793 -0.3720 -1.6527  -0.64
7 H -0.1051 0.3188 3.7138  0.49
8 O -2.5691 -1.5111 -0.1173  -0.95
9 H -0.9305 0.2001 -0.0349  0.46
10 H -1.7244 0.0787 -2.4973  0.50
11 O -1.9046 0.6388 -1.6797  -0.99
12 O 0.4155 -0.2183 3.0291  -0.99
13 H 0.2876 3.3407 -0.8677  0.49
14 H 1.9705 0.7304 0.1492  0.23
15 H -2.8190 -2.1807 -0.6941  0.48
16 C 1.2538 -0.0677 -0.1687  -0.03
17 H 1.3146 -1.6809 1.3291  0.21
18 C 1.4922 -1.4748 0.4070  -0.60
19 H 2.5377 -1.8445 0.0426  0.23
20 H 0.3937 3.9674 0.5585  0.51
21 O 0.3834 3.1616 0.0440  -0.97
22 H -0.0516 1.5132 0.1203  0.45
23 H -3.1067 -1.6548 0.6433  0.48
24 H 0.9633 -2.1855 -0.2030  0.21
25 H 0.9397 -0.8550 3.6013  0.51
26 H -0.2015 0.5217 1.4214  0.44

***

# 3
# C3H18NO4

A cluster of 5 separate species, C3H18NO4 in total at a distorted geometry (the ωB97M-V functional and the def2-TZVPD basis, the Open Molecules 2025 dataset).

Net charge: +1
LUMO level (eV): -2.726
Electronic energy (a.u.): -480.56529
Kohn-Sham gap (eV): 10.7
Relative energy (zero: lowest compared OMol25 entry of this formula, charge and spin) (kcal/mol): 36.7

Each line ends with the natural charge from an NBO analysis.
Cartesian coordinates (Å):
1 H -0.1538 1.2867 -0.9256  0.45
2 H 2.0270 0.5361 2.3406  0.24
3 O -0.9670 -0.7840 -3.5175  -1.02
4 O -0.2929 -0.2252 6.5303  -0.95
5 H 0.4098 1.1673 -2.3529  0.42
6 H -1.8451 -1.2447 -3.5944  0.53
7 H 1.5629 1.7360 0.2311  0.20
8 H -4.0008 -2.2584 -3.9354  0.50
9 H -0.6571 0.5623 6.9667  0.47
10 H -0.3445 -0.9571 7.1572  0.48
11 C 1.5704 -0.0033 -1.0460  -0.21
12 H -3.3002 -2.6512 -2.6170  0.49
13 H 2.7880 -0.7139 1.4278  0.23
14 C 2.1393 0.7971 0.1613  -0.42
15 O -3.4153 -1.9307 -3.2654  -0.95
16 H -0.6488 -0.5914 -4.4004  0.49
17 H -0.3635 -0.1482 -1.9914  0.49
18 H -0.8868 1.4987 1.6121  0.48
19 H 1.4389 -1.0425 -0.7446  0.23
20 H -2.0989 2.4586 1.4652  0.49
21 H 2.1200 0.0436 -1.9928  0.22
22 H 1.1890 -0.8021 1.5313  0.23
23 O -1.6349 1.7086 1.0523  -0.96
24 N 0.2482 0.5662 -1.5378  -0.71
25 H 3.2021 0.9934 0.0271  0.25
26 C 1.9139 -0.0020 1.4181  -0.66